Density functional theory data (ωB97M-V with the def2-TZVPD basis set) for a 2-piece molecular cluster, C34H36N2O7 overall in a non-equilibrium geometry.

* total charge: 0
* E_LUMO: -1.555 eV
* M: 584.7 g/mol
* energy above the lowest of the compared OMol25 structures with the same formula, charge and spin: 33.3 kcal per mole
* electronic energy: -53150.846 eV
* F_max: 3.9 eV/Å
* gap between HOMO and LUMO: 3.1884 eV
* multiplicity: 1
* E_HOMO: -4.743 eV

```
79
Properties=species:S:1:pos:R:3:lowdin_charge:R:1
C -1.55412 5.21008 -1.34406 -0.083
C -1.74724 3.89853 -2.04304 -0.226
O -1.92514 2.95075 -0.96377 -0.006
C -1.89599 1.66662 -1.33958 -0.469
C -2.21729 0.72362 -0.23717 -0.099
C -1.59330 0.88876 1.10034 -0.485
O -1.69843 0.08041 2.02091 0.016
O -0.92667 2.04417 1.27789 -0.036
C -0.63282 2.29471 2.67271 -0.234
C -0.01555 3.66237 2.70197 -0.084
C -3.32128 -0.14003 -0.40464 -0.213
C -3.55130 -1.23849 0.47678 -0.029
C -4.61508 -2.08748 0.30532 -0.016
C -5.52737 -1.90086 -0.76900 -0.297
O -6.57122 -2.76953 -0.83243 -0.121
C -7.57170 -2.60521 -1.86543 -0.080
C -5.30770 -0.84431 -1.68874 -0.042
C -4.21823 -0.00544 -1.51306 -0.053
O -1.63906 1.31994 -2.48890 0.053
H -1.39939 6.00642 -2.07559 0.072
H -2.42512 5.45505 -0.72782 0.082
H -0.68124 5.16079 -0.68499 0.075
H -2.65071 3.89355 -2.67071 0.129
H -0.87505 3.62822 -2.64975 0.117
H -1.57371 2.26349 3.24019 0.130
H 0.05681 1.53403 3.05166 0.112
H 0.35895 3.88433 3.70440 0.070
H 0.81415 3.73546 1.99340 0.071
H -0.75651 4.42473 2.43750 0.077
H -2.86173 -1.38398 1.30151 0.094
H -4.78589 -2.90596 0.99808 0.108
H -8.25529 -3.43491 -1.67127 0.084
H -8.09468 -1.64147 -1.76777 0.091
H -7.13409 -2.69100 -2.87036 0.085
H -5.98192 -0.68441 -2.53538 0.096
H -4.00843 0.76210 -2.25682 0.109
C 4.11336 -3.55406 6.21536 -0.052
O 4.10171 -2.11295 6.08750 -0.085
C 4.08963 -1.55554 4.84782 -0.251
C 4.34983 -0.16139 4.77705 0.025
C 4.44929 0.45079 3.53766 -0.003
C 4.15078 -0.27318 2.38015 -0.210
N 4.22350 0.38774 1.14035 0.064
C 3.46396 0.10999 0.03168 -0.080
C 2.06048 -0.32848 0.10066 -0.305
C 1.54448 -1.00909 -1.09452 -0.046
C 0.22814 -1.00053 -1.40265 0.045
C -0.27608 -1.46461 -2.68025 -0.190
C -1.66019 -1.60917 -2.91392 0.000
C -2.17220 -1.94447 -4.16261 -0.047
C -1.28958 -2.23383 -5.21544 -0.076
C 0.08820 -2.18741 -4.98748 -0.092
C 0.59574 -1.80888 -3.74281 -0.034
O 1.36995 -0.07844 1.10871 0.125
N 3.99428 0.82671 -0.98190 -0.032
C 3.51857 0.87199 -2.35482 0.016
C 5.11287 1.52077 -0.54177 0.007
C 5.23470 1.28091 0.78001 0.024
C 3.86470 -1.64137 2.43899 0.009
C 3.84884 -2.29666 3.66531 0.012
H 4.08726 -3.71627 7.29215 0.093
H 3.23321 -4.01404 5.74259 0.092
H 5.03329 -3.98371 5.79281 0.100
H 4.49551 0.40189 5.69217 0.124
H 4.73828 1.50000 3.46732 0.120
H 2.29216 -1.55212 -1.68514 0.105
H -0.50220 -0.67308 -0.65675 0.118
H -2.33624 -1.46935 -2.07771 0.097
H -3.25177 -1.97839 -4.30336 0.109
H -1.68593 -2.50863 -6.19385 0.102
H 0.78543 -2.44234 -5.78966 0.099
H 1.67303 -1.77945 -3.57630 0.089
H 3.98629 1.73371 -2.84351 0.102
H 3.79981 -0.04046 -2.90286 0.108
H 2.42984 0.99483 -2.38692 0.110
H 5.69033 2.13565 -1.21111 0.135
H 5.95729 1.63674 1.48742 0.132
H 3.69932 -2.21683 1.52425 0.130
H 3.65344 -3.37197 3.71298 0.113
```



Density functional theory data (ωB97M-V with the def2-TZVPD basis set) for one molecule with the formula C17H16N2O3S in a non-equilibrium geometry.

* total charge: 0
* E_LUMO: -1.567 eV
* M: 328.4 g/mol
* energy above the lowest of the compared OMol25 structures with the same formula, charge and spin: 487.2 kcal per mole
* electronic energy: -37826.232 eV
* F_max: 8.5 eV/Å
* gap between HOMO and LUMO: 6.8939 eV
* multiplicity: 1
* E_HOMO: -8.461 eV

```
39
Properties=species:S:1:pos:R:3:lowdin_charge:R:1
C -0.56152 1.93277 1.89935 -0.021
C -1.30565 3.23070 1.16420 -0.292
O -0.56896 4.34636 1.04159 -0.039
O -2.67691 3.03749 0.66881 -0.103
C -2.81164 3.41159 -0.75447 -0.188
C -2.67615 2.10793 -1.78876 -0.131
C -1.09244 1.57090 -1.80428 -0.131
C -0.89236 -0.05744 -1.81621 0.019
C 0.63567 -0.65875 -1.81700 -0.061
C 0.75705 -2.32623 -1.84982 -0.164
O 1.89481 -2.68602 -0.98729 -0.191
C 1.44107 -2.92951 0.41910 -0.144
C 1.61884 -4.44591 1.01626 0.006
C 1.10742 -4.77867 2.55895 -0.071
C 0.45781 -3.64183 3.54823 -0.081
C 0.28810 -2.11775 2.93493 -0.058
C 0.78664 -1.76890 1.39352 0.011
C 1.98395 0.27395 -1.77295 -0.190
N 3.45744 -0.07853 -1.72782 -0.269
S 4.29247 1.47060 -1.65338 0.870
N 3.02487 2.68362 -1.72480 -0.291
C 1.72288 1.89279 -1.77116 -0.216
C 0.21613 2.57998 -1.80592 0.044
H 0.62008 2.02568 1.89569 0.111
H -0.87867 0.98764 1.24725 0.074
H -1.02158 1.83846 2.97150 0.092
H -3.93655 3.78416 -0.88482 0.140
H -2.13415 4.31232 -1.08305 0.127
H -3.34438 1.25697 -1.28830 0.124
H -3.09541 2.32414 -2.85993 0.121
H -1.82981 -0.75777 -1.81400 0.105
H -0.23686 -2.77198 -1.37801 0.137
H 0.85370 -2.66697 -2.96595 0.139
H 2.08831 -5.30165 0.36423 0.095
H 1.21454 -5.88417 2.97779 0.085
H 0.13260 -3.97419 4.63520 0.085
H -0.18943 -1.31379 3.64409 0.077
H 0.62332 -0.66024 0.98348 0.067
H 0.03480 3.75225 -1.81624 0.109
```



Density functional theory data (ωB97M-V with the def2-TZVPD basis set) for one molecule with the formula C5H7N3.

* total charge: 0
* E_LUMO: 1.046 eV
* M: 109.1 g/mol
* energy above the lowest of the compared OMol25 structures with the same formula, charge and spin: 65.0 kcal per mole
* electronic energy: -9766.568 eV
* F_max: 0.9 eV/Å
* gap between HOMO and LUMO: 9.2322 eV
* multiplicity: 1
* E_HOMO: -8.186 eV

```
15
Properties=species:S:1:pos:R:3:lowdin_charge:R:1
C -2.21182 0.26969 0.08713 -0.105
C -1.42829 -0.90394 0.05127 -0.054
C -1.36935 1.35544 0.04711 -0.086
C -0.12485 -0.49380 -0.01679 -0.235
C 1.30496 -0.93412 -0.08811 -0.120
N -0.11388 0.86573 -0.01533 -0.102
N 2.03904 0.30888 0.23389 -0.055
N 1.18365 1.40990 -0.07241 0.007
H -3.28194 0.30995 0.14383 0.087
H -1.78369 -1.91428 0.07582 0.093
H -1.57243 2.40658 0.05546 0.107
H 1.56569 -1.72718 0.61037 0.116
H 1.57720 -1.25365 -1.10309 0.111
H 2.21022 0.35059 1.23739 0.109
H 1.38260 1.70131 -1.03707 0.128
```



Density functional theory data (ωB97M-V with the def2-TZVPD basis set) for a 2-piece molecular cluster, C4H8O2 overall in a non-equilibrium geometry.

* total charge: 0
* E_LUMO: 1.042 eV
* M: 88.1 g/mol
* energy above the lowest of the compared OMol25 structures with the same formula, charge and spin: 26.3 kcal per mole
* electronic energy: -8372.142 eV
* F_max: 1.4 eV/Å
* gap between HOMO and LUMO: 11.3341 eV
* multiplicity: 1
* E_HOMO: -10.292 eV

```
14
Properties=species:S:1:pos:R:3:lowdin_charge:R:1
C 1.93019 0.77259 0.15924 -0.117
C 1.01896 -0.44929 0.08027 -0.254
C -0.34677 -0.12464 -0.49866 -0.314
O -1.09229 -1.32377 -0.56946 -0.103
C -3.56970 -0.06125 0.43103 0.041
O -3.72257 0.18604 1.52707 0.064
H 1.51555 1.53915 0.82450 0.072
H 2.91830 0.49877 0.54312 0.069
H 2.07246 1.23248 -0.82666 0.072
H 0.87365 -0.88936 1.07391 0.113
H 1.47758 -1.22783 -0.54075 0.113
H -0.85571 0.61854 0.13910 0.103
H -0.22866 0.33067 -1.49543 0.121
H -1.99099 -1.10210 -0.84728 0.021
```